# 1
Entry from the Open Molecules 2025 dataset: one molecule with the formula C3H6N4O in a non-equilibrium geometry (ωB97M-V/def2-TZVPD).

Net charge: 0

Geometry (Å):
O: 1.100 0.123 2.339
N: 0.397 0.377 0.160
N: 0.645 1.788 0.097
N: -0.763 0.170 -2.010
N: -0.303 -0.392 -0.742
C: -0.787 -1.460 -0.071
C: -0.390 -1.456 1.227
C: 0.466 -0.283 1.408
H: -1.223 -2.207 -0.600
H: 1.440 2.118 -0.538
H: 0.061 0.379 -2.534
H: -0.968 1.165 -1.673
H: -0.514 -2.237 1.872
H: 0.838 1.915 1.066

# 2
Entry from the Open Molecules 2025 dataset: a 2-piece molecular cluster, C5H8O4 overall in a non-equilibrium geometry (ωB97M-V/def2-TZVPD).

Net charge: -2

Geometry (Å):
O: -1.708 -3.321 1.691
O: 0.497 -3.472 2.114
O: -1.504 2.276 -2.869
O: -0.966 3.930 -1.418
C: -0.871 2.787 -1.933
C: -0.325 -1.612 0.797
C: 0.864 -0.687 1.106
C: 0.362 1.977 -1.357
C: -0.518 -2.892 1.667
H: 1.508 -0.800 0.215
H: -0.212 -1.916 -0.241
H: 1.285 2.464 -1.671
H: -1.295 -1.106 0.862
H: 0.592 0.364 1.098
H: 0.334 0.944 -1.691
H: 0.415 2.064 -0.271
H: 1.542 -1.000 1.902

HOMO? In order: -8.023, -1.694 eV.